Record 1
The following is a quantum chemistry calculation of a cluster of 4 separate species, C22H54N4O5S in total, from the OMol25 dataset.

As for the total charge: 0.

Last columns: bonded neighbours and bond lengths (Å).
Geometry (Å):
1 C 1.1035 5.9599 0.9295  N2 1.486, H12 1.093, H13 1.086, H14 1.085
2 N 1.2395 4.9019 -0.1044  C1 1.486, C3 1.459, C4 1.402
3 C 2.5148 4.9998 -0.8073  N2 1.459, H15 1.088, H16 1.094, H17 1.088
4 C 1.0937 3.6458 0.5002  N2 1.402, O5 1.202, C6 1.519
5 O 2.0128 2.9274 0.7911  C4 1.202
6 C -0.3108 3.1241 0.7485  C4 1.519, O7 1.433, H18 1.088, H19 1.092
7 O -1.2284 4.1688 1.0962  C6 1.433, S8 1.616
8 S -2.6176 4.1089 0.2718  O7 1.616, O9 1.440, O10 1.676
9 O -2.3311 4.1840 -1.1378  S8 1.440
10 O -2.9570 5.6827 0.7389  S8 1.676, O11 1.417
11 O -4.0859 6.0322 -0.0432  O10 1.417, H20 0.971
12 H 1.5028 5.6121 1.8861  C1 1.093
13 H 0.0530 6.1843 1.0908  C1 1.086
14 H 1.6075 6.8671 0.6141  C1 1.085
15 H 2.5056 5.8318 -1.5078  C3 1.088
16 H 3.3755 5.1039 -0.1403  C3 1.094
17 H 2.6741 4.0861 -1.3758  C3 1.088
18 H -0.2375 2.4184 1.5731  C6 1.088
19 H -0.5959 2.6119 -0.1727  C6 1.092
20 H -3.7121 6.2645 -0.9089  O11 0.971
21 C 2.1449 3.5422 7.3759  C22 1.522, H28 1.091, H29 1.091, H30 1.091
22 C 1.1529 2.3994 7.2178  C21 1.522, N23 1.450, H31 1.093, H32 1.102
23 N 0.2100 2.6105 6.1362  C22 1.450, C24 1.451, C26 1.452
24 C -0.9149 1.6937 6.1602  N23 1.451, C25 1.534, H33 1.094, H34 1.095
25 C -0.6375 0.1988 5.9556  C24 1.534, H35 1.089, H36 1.092, H37 1.090
26 C 0.7977 2.8573 4.8321  N23 1.452, C27 1.535, H38 1.094, H39 1.094
27 C 1.7540 1.8043 4.2559  C26 1.535, H40 1.091, H41 1.092, H42 1.089
28 H 1.6253 4.4964 7.4707  C21 1.091
29 H 2.7427 3.3897 8.2753  C21 1.091
30 H 2.8354 3.6060 6.5341  C21 1.091
31 H 0.5811 2.3154 8.1456  C22 1.093
32 H 1.7143 1.4569 7.1120  C22 1.102
33 H -1.6446 2.0239 5.4154  C24 1.094
34 H -1.4158 1.8176 7.1256  C24 1.095
35 H -0.3933 -0.0348 4.9198  C25 1.089
36 H -1.5300 -0.3762 6.2106  C25 1.092
37 H 0.1721 -0.1595 6.5921  C25 1.090
38 H 1.3344 3.8092 4.8781  C26 1.094
39 H -0.0140 3.0365 4.1204  C26 1.094
40 H 2.4877 1.4673 4.9897  C27 1.091
41 H 2.3055 2.2328 3.4165  C27 1.092
42 H 1.2206 0.9348 3.8735  C27 1.089
43 C 2.1731 -0.2385 1.1671  C44 1.521, H50 1.085, H51 1.091, H52 1.091
44 C 1.1850 -1.3795 0.9829  C43 1.521, N45 1.453, H53 1.094, H54 1.102
45 N 0.2461 -1.1359 -0.0985  C44 1.453, C46 1.452, C48 1.453
46 C -0.8806 -2.0511 -0.1067  N45 1.452, C47 1.533, H55 1.094, H56 1.095
47 C -0.6011 -3.5383 -0.3512  C46 1.533, H57 1.089, H58 1.092, H59 1.090
48 C 0.8393 -0.8532 -1.3940  N45 1.453, C49 1.535, H60 1.094, H61 1.094
49 C 1.7939 -1.8921 -1.9976  C48 1.535, H62 1.091, H63 1.092, H64 1.089
50 H 1.6589 0.7103 1.2813  C43 1.085
51 H 2.7713 -0.4071 2.0643  C43 1.091
52 H 2.8663 -0.1566 0.3289  C43 1.091
53 H 0.6096 -1.4876 1.9072  C44 1.094
54 H 1.7437 -2.3209 0.8561  C44 1.102
55 H -1.6051 -1.6999 -0.8474  C46 1.094
56 H -1.3900 -1.9550 0.8578  C46 1.095
57 H -0.3495 -3.7362 -1.3920  C47 1.089
58 H -1.4953 -4.1218 -0.1227  C47 1.092
59 H 0.2019 -3.9198 0.2800  C47 1.090
60 H 1.3795 0.0948 -1.3170  C48 1.094
61 H 0.0314 -0.6532 -2.1036  C48 1.094
62 H 2.5217 -2.2515 -1.2691  C49 1.091
63 H 2.3518 -1.4396 -2.8200  C49 1.092
64 H 1.2627 -2.7509 -2.4064  C49 1.089
65 C -3.7536 -5.8491 -6.2857  C66 1.521, H72 1.091, H73 1.091, H74 1.091
66 C -2.9797 -4.6244 -5.8207  C65 1.521, N67 1.451, H75 1.093, H76 1.102
67 N -1.7573 -4.9583 -5.1145  C66 1.451, C68 1.450, C70 1.452
68 C -1.1723 -3.8334 -4.4103  N67 1.450, C69 1.534, H77 1.094, H78 1.095
69 C -0.6625 -2.6442 -5.2346  C68 1.534, H79 1.089, H80 1.093, H81 1.090
70 C -0.8275 -5.8095 -5.8353  N67 1.452, C71 1.535, H82 1.093, H83 1.093
71 C -0.3169 -5.3297 -7.2008  C70 1.535, H84 1.091, H85 1.092, H86 1.089
72 H -3.9382 -6.5301 -5.4541  C65 1.091
73 H -4.7170 -5.5428 -6.6948  C65 1.091
74 H -3.2267 -6.3946 -7.0694  C65 1.091
75 H -3.6169 -4.0608 -5.1341  C66 1.093
76 H -2.8016 -3.9689 -6.6884  C66 1.102
77 H -0.3542 -4.2015 -3.7841  C68 1.094
78 H -1.9242 -3.4589 -3.7072  C68 1.095
79 H 0.2662 -2.8742 -5.7551  C69 1.089
80 H -0.4547 -1.8021 -4.5701  C69 1.093
81 H -1.3971 -2.3063 -5.9662  C69 1.090
82 H -1.3032 -6.7833 -5.9770  C70 1.093
83 H 0.0255 -6.0133 -5.1834  C70 1.093
84 H -1.1236 -4.9546 -7.8319  C71 1.091
85 H 0.1484 -6.1643 -7.7289  C71 1.092
86 H 0.4375 -4.5501 -7.1080  C71 1.089

Record 2
The following is a quantum chemistry calculation of a cluster of 4 separate species, C22H56BClN3O2P in total, from the OMol25 dataset.

As for the SMILES: OB(O)CPCCCCl.CCN(CC)CC.CCN(CC)CC.CCN(CC)CC. As for the total charge: 0.

Last columns: bonded neighbours and bond lengths (Å).
Geometry (Å):
1 O -0.1053 1.3478 -3.9531  B2 1.373, H10 0.971
2 B -0.6122 0.1633 -3.4800  O1 1.373, O3 1.373, C4 1.589
3 O 0.2367 -0.6215 -2.7400  B2 1.373, H11 0.972
4 C -2.0934 -0.3189 -3.7946  B2 1.589, P5 1.847, H12 1.088, H13 1.087
5 P -2.9916 1.0356 -4.6729  C4 1.847, C6 1.846, H14 1.414
6 C -4.6953 0.3775 -4.9415  P5 1.846, C7 1.549, H15 1.087, H16 1.083
7 C -5.4650 -0.2564 -3.7563  C6 1.549, C8 1.511, H17 1.085, H18 1.084
8 C -5.2213 0.4057 -2.4206  C7 1.511, Cl9 1.809, H19 1.079, H20 1.079
9 Cl -6.6373 0.1082 -1.3353  C8 1.809
10 H -0.1296 2.0447 -3.2781  O1 0.971
11 H -0.2696 -1.0482 -2.0285  O3 0.972
12 H -2.5599 -0.6464 -2.8678  C4 1.088
13 H -1.9946 -1.1510 -4.4872  C4 1.087
14 H -3.1895 1.9606 -3.6225  P5 1.414
15 H -5.2728 1.2280 -5.2936  C6 1.087
16 H -4.6842 -0.3461 -5.7478  C6 1.083
17 H -6.5256 -0.1606 -3.9625  C7 1.085
18 H -5.2670 -1.3218 -3.7161  C7 1.084
19 H -5.1622 1.4781 -2.5280  C8 1.079
20 H -4.3767 -0.0013 -1.8862  C8 1.079
21 C 1.5139 0.1210 3.2024  C22 1.522, H28 1.091, H29 1.090, H30 1.091
22 C 0.6249 0.3048 1.9813  C21 1.522, N23 1.451, H31 1.094, H32 1.102
23 N -0.2761 1.4362 2.1007  C22 1.451, C24 1.449, C26 1.452
24 C -1.3243 1.4505 1.1008  N23 1.449, C25 1.534, H33 1.093, H34 1.095
25 C -0.9097 1.6060 -0.3683  C24 1.534, H35 1.090, H36 1.096, H37 1.090
26 C 0.3604 2.7112 2.3796  N23 1.452, C27 1.533, H38 1.094, H39 1.093
27 C 1.4317 3.2127 1.4039  C26 1.533, H40 1.091, H41 1.092, H42 1.089
28 H 0.9160 0.0725 4.1132  C21 1.091
29 H 2.0750 -0.8098 3.1134  C21 1.090
30 H 2.2393 0.9295 3.3079  C21 1.091
31 H 0.0128 -0.5944 1.8667  C22 1.094
32 H 1.2610 0.3623 1.0832  C22 1.102
33 H -2.0396 2.2362 1.3568  C24 1.093
34 H -1.8810 0.5127 1.1995  C24 1.095
35 H -0.5935 2.6240 -0.5966  C25 1.090
36 H -1.7686 1.3859 -1.0131  C25 1.096
37 H -0.1064 0.9228 -0.6424  C25 1.090
38 H 0.8123 2.6466 3.3733  C26 1.094
39 H -0.4192 3.4698 2.4822  C26 1.093
40 H 2.1485 2.4346 1.1381  C27 1.091
41 H 1.9927 4.0248 1.8716  C27 1.092
42 H 1.0010 3.6119 0.4866  C27 1.089
43 C -3.9377 -4.0290 -2.5216  C44 1.522, H50 1.091, H51 1.090, H52 1.091
44 C -3.5927 -5.3151 -3.2590  C43 1.522, N45 1.450, H53 1.093, H54 1.102
45 N -2.6720 -5.1062 -4.3596  C44 1.450, C46 1.452, C48 1.452
46 C -2.5681 -6.2432 -5.2568  N45 1.452, C47 1.533, H55 1.093, H56 1.095
47 C -1.9957 -7.5524 -4.7014  C46 1.533, H57 1.089, H58 1.092, H59 1.090
48 C -1.4237 -4.4519 -4.0119  N45 1.452, C49 1.534, H60 1.094, H61 1.093
49 C -0.5376 -5.0984 -2.9399  C48 1.534, H62 1.091, H63 1.092, H64 1.089
50 H -4.2954 -3.2683 -3.2177  C43 1.091
51 H -4.7256 -4.2199 -1.7924  C43 1.090
52 H -3.0815 -3.6256 -1.9783  C43 1.091
53 H -4.5160 -5.7275 -3.6739  C44 1.093
54 H -3.2242 -6.0554 -2.5312  C44 1.102
55 H -1.9842 -5.9398 -6.1297  C46 1.093
56 H -3.5736 -6.4462 -5.6388  C46 1.095
57 H -0.9186 -7.4956 -4.5497  C47 1.089
58 H -2.1753 -8.3599 -5.4140  C47 1.092
59 H -2.4655 -7.8392 -3.7602  C47 1.090
60 H -1.6612 -3.4354 -3.6843  C48 1.094
61 H -0.8378 -4.3172 -4.9242  C48 1.093
62 H -1.1099 -5.4065 -2.0636  C49 1.091
63 H 0.2110 -4.3780 -2.6034  C49 1.092
64 H 0.0018 -5.9650 -3.3182  C49 1.089
65 C 7.2467 3.6919 6.5181  C66 1.521, H72 1.091, H73 1.091, H74 1.091
66 C 6.0658 4.4307 5.9066  C65 1.521, N67 1.450, H75 1.093, H76 1.102
67 N 5.5314 3.7720 4.7306  C66 1.450, C68 1.451, C70 1.453
68 C 4.6196 4.6005 3.9644  N67 1.451, C69 1.533, H77 1.094, H78 1.095
69 C 3.3067 5.0302 4.6297  C68 1.533, H79 1.090, H80 1.093, H81 1.090
70 C 5.1277 2.3881 4.9123  N67 1.453, C71 1.534, H82 1.093, H83 1.093
71 C 4.0793 2.0740 5.9874  C70 1.534, H84 1.091, H85 1.092, H86 1.089
72 H 8.0170 3.5061 5.7689  C65 1.091
73 H 7.6851 4.2933 7.3152  C65 1.091
74 H 6.9522 2.7370 6.9550  C65 1.091
75 H 6.4059 5.4240 5.6024  C66 1.093
76 H 5.3034 4.5912 6.6858  C66 1.102
77 H 4.3914 4.0885 3.0251  C68 1.094
78 H 5.1632 5.5042 3.6709  C68 1.095
79 H 2.6003 4.2036 4.7039  C69 1.090
80 H 2.8279 5.8048 4.0262  C69 1.093
81 H 3.4631 5.4484 5.6242  C69 1.090
82 H 6.0248 1.8036 5.1326  C70 1.093
83 H 4.7797 2.0081 3.9482  C70 1.093
84 H 4.2974 2.5733 6.9324  C71 1.091
85 H 4.0673 0.9998 6.1831  C71 1.092
86 H 3.0729 2.3531 5.6778  C71 1.089

| no. | strongest force on any atom (eV/Å) | E_LUMO (eV) | electronic energy (hartree) |
| --- | --- | --- | --- |
| 1 | 0.80 | 0.59 | -1863.85726 |
| 2 | 1.20 | 0.31 | -2013.00601 |